{
  "formula": "C45H119Br14O38P9",
  "method": "the ωB97M-V functional and the def2-TZVPD basis",
  "energy_ev": -1190615.3078,
  "lumo_ev": 0.08,
  "orbital_gap_ha": 0.351,
  "fmax_ev_per_a": 4.720,
  "multiplicity": 1,
  "elements": ["H", "O", "H", "O", "C", "O", "C", "C", "H", "H", "O", "C", "Br", "H", "P", "C", "C", "H", "P", "P", "O", "H", "H", "C", "H", "H", "H", "C", "H", "H", "C", "H", "H", "O", "C", "H", "O", "H", "H", "H", "H", "P", "O", "O", "H", "H", "H", "O", "C", "H", "Br", "O", "H", "H", "H", "H", "H", "H", "H", "H", "O", "C", "H", "P", "H", "P", "H", "O", "O", "H", "H", "C", "Br", "H", "H", "O", "O", "H", "C", "O", "C", "Br", "C", "H", "H", "O", "C", "O", "H", "H", "H", "H", "O", "O", "H", "H", "O", "H", "H", "H", "Br", "C", "C", "H", "H", "C", "Br", "Br", "H", "H", "H", "O", "H", "H", "C", "H", "H", "H", "H", "H", "H", "Br", "H", "C", "H", "H", "H", "Br", "H", "C", "C", "O", "H", "H", "H", "H", "H", "H", "H", "H", "H", "H", "H", "C", "H", "H", "O", "H", "C", "H", "O", "P", "P", "H", "H", "Br", "Br", "H", "O", "H", "C", "H", "H", "C", "C", "H", "H", "H", "O", "H", "P", "C", "C", "O", "H", "C", "H", "H", "C", "Br", "C", "H", "C", "H", "C", "H", "C", "H", "O", "C", "H", "C", "C", "O", "O", "O", "C", "C", "H", "H", "H", "O", "H", "H", "Br", "C", "H", "C", "H", "Br", "H", "C", "H", "H", "H", "O", "H", "H", "O", "O", "H", "H", "O", "H", "H"],
  "positions_angstrom": [[-2.613, -31.105, -3.105], [-5.332, -35.198, -0.351], [-7.289, -25.556, -3.777], [-1.949, -29.653, -8.547], [-10.531, -37.114, -3.520], [-5.331, -33.702, -11.132], [-8.175, -29.531, -6.926], [-11.712, -27.974, -5.683], [-3.428, -27.741, -4.794], [-9.628, -28.841, 3.700], [-6.639, -26.676, 1.402], [-1.165, -31.804, -1.602], [-5.612, -26.541, -6.671], [-6.772, -23.926, -7.618], [-5.802, -37.701, -4.098], [-2.035, -32.652, -6.463], [-4.306, -36.455, -11.160], [-10.304, -23.116, -2.636], [-0.981, -28.818, -9.473], [-2.042, -25.583, -4.986], [-2.994, -25.082, -6.169], [-12.437, -32.783, -5.320], [-5.202, -36.419, -7.825], [-11.814, -23.411, -6.039], [-7.939, -29.128, 3.443], [-5.852, -32.113, -12.268], [-5.054, -27.482, -2.464], [0.729, -28.699, -7.518], [-12.624, -27.680, -5.113], [-8.654, -29.691, 4.966], [-13.143, -31.387, -2.578], [-9.939, -32.556, -9.328], [-4.103, -32.921, -6.818], [-8.185, -28.405, 0.220], [-5.230, -29.275, 1.651], [-9.045, -31.145, -10.070], [-13.378, -31.086, -6.005], [-11.449, -27.314, -6.491], [-8.474, -34.974, -6.309], [-9.758, -37.548, -2.889], [-5.831, -30.110, 2.025], [-6.768, -27.670, 0.330], [-3.479, -33.143, -9.415], [-5.445, -33.523, 1.453], [-6.850, -32.402, -10.827], [-5.540, -34.885, -6.869], [-7.876, -35.237, -0.285], [-5.420, -34.765, -8.907], [-13.216, -29.088, -9.181], [-8.651, -30.518, -3.111], [-11.533, -30.578, -3.247], [-3.626, -35.425, -10.568], [-8.328, -34.339, -7.930], [-14.131, -29.135, -9.773], [-2.098, -28.962, -4.927], [-7.817, -28.843, -6.158], [-13.053, -32.425, -2.921], [-4.301, -32.310, 2.531], [-0.159, -28.265, -7.073], [-3.921, -35.220, -7.514], [-1.626, -27.062, -5.394], [-13.383, -25.730, -1.456], [-3.550, -38.410, -5.495], [-4.389, -34.173, -9.936], [-3.305, -35.119, -0.090], [-8.075, -32.103, -6.972], [-14.123, -26.357, -0.966], [-8.080, -31.932, -8.549], [-6.880, -38.277, -3.072], [-5.364, -28.491, 2.399], [-2.993, -37.239, -4.254], [-2.494, -31.131, -2.014], [-7.078, -23.856, -10.141], [-11.454, -37.674, -3.385], [-0.334, -31.353, -2.148], [-13.211, -30.146, -8.237], [-8.848, -24.055, -6.303], [-5.366, -25.714, -2.024], [-2.504, -25.161, -7.473], [-14.457, -28.734, -6.347], [-6.713, -31.348, -3.164], [-11.149, -35.452, -1.306], [-3.439, -32.403, -6.137], [-9.590, -32.025, 1.885], [-2.580, -39.010, -4.145], [-9.221, -25.038, -3.900], [-9.727, -22.286, -3.032], [-9.263, -22.547, -4.332], [1.498, -27.941, -7.647], [-5.921, -31.684, -2.482], [-9.916, -28.358, -0.779], [-12.369, -22.622, -5.535], [-0.841, -29.613, -10.830], [-9.296, -33.100, -6.647], [-2.486, -24.150, -7.886], [-12.920, -25.027, -0.757], [-0.607, -24.896, -5.174], [-6.328, -39.023, -1.215], [-7.655, -37.890, -1.258], [-8.895, -26.878, -0.881], [-9.963, -37.446, -5.333], [-9.280, -27.666, -0.235], [-5.127, -32.961, 2.786], [-6.800, -32.085, -3.960], [-6.425, -34.723, -2.622], [-9.024, -34.419, -7.092], [-6.061, -29.788, -4.117], [-3.875, -33.165, -4.385], [-10.866, -28.112, -4.979], [-7.353, -29.702, -7.643], [-12.389, -29.286, -9.855], [-9.174, -30.875, 3.457], [-0.256, -31.316, -11.742], [-3.898, -29.541, -7.937], [-6.688, -38.117, -1.697], [-14.333, -25.750, -3.400], [-2.883, -28.287, -6.377], [-3.612, -31.324, -6.132], [-8.840, -22.293, -2.398], [-1.517, -25.599, -7.596], [-9.047, -29.127, -7.432], [-14.692, -32.476, -0.463], [-8.905, -35.438, 1.066], [-6.454, -25.874, -8.264], [-6.551, -34.556, -4.387], [-10.538, -29.108, 1.835], [-3.186, -25.792, -8.029], [-0.821, -31.732, -5.268], [-7.533, -26.052, -8.270], [-0.614, -23.469, -4.945], [-12.090, -30.771, 3.131], [-11.915, -29.111, -6.524], [-5.217, -24.107, -8.623], [-4.511, -26.899, -0.930], [-11.642, -35.278, -3.724], [0.103, -31.209, -10.035], [-4.831, -33.782, 3.467], [-4.214, -29.643, 1.485], [-13.163, -30.986, 3.171], [-11.838, -29.861, 3.694], [-3.981, -34.081, -1.321], [-3.887, -35.964, -1.556], [-9.917, -35.050, -3.546], [-7.933, -35.012, 0.787], [-9.992, -34.847, -7.336], [-5.991, -32.353, 3.019], [-8.708, -30.719, -6.450], [-3.917, -37.409, -10.792], [-4.055, -35.093, -0.898], [-4.300, -36.395, -12.258], [0.416, -29.164, -8.808], [-9.522, -23.939, -5.013], [-13.384, -29.658, -6.725], [-11.588, -31.642, 3.559], [1.117, -29.543, -6.929], [-15.713, -24.161, -2.132], [-1.100, -33.662, -2.109], [-14.079, -30.974, -2.946], [-4.454, -38.442, -3.686], [-8.396, -26.847, -3.501], [-5.826, -32.402, -11.214], [-5.163, -31.737, -10.636], [-1.744, -33.708, -6.529], [-9.327, -31.657, -9.149], [-3.322, -29.625, -8.873], [-6.028, -26.425, -9.111], [0.208, -23.370, -4.230], [-12.505, -32.508, -7.097], [-11.800, -30.695, 1.749], [-1.910, -32.219, -7.460], [-5.422, -35.069, 1.245], [-8.843, -29.588, 3.886], [-0.675, -31.015, -10.786], [-4.500, -35.805, 2.105], [-12.500, -24.048, -6.606], [-5.299, -26.755, -1.679], [-1.580, -23.259, -4.476], [-7.957, -33.940, 1.011], [-9.346, -30.973, 2.052], [-11.886, -26.793, -2.084], [-6.529, -35.267, -3.564], [-8.198, -26.286, -5.224], [-10.542, -30.150, 1.482], [-10.218, -21.321, -2.922], [-2.571, -28.082, -5.363], [-8.406, -30.733, 1.544], [-7.998, -31.078, -2.450], [-9.806, -27.189, 0.591], [-6.942, -35.563, 1.471], [-12.380, -32.030, -6.122], [-3.578, -30.577, -9.343], [-13.159, -31.384, -1.053], [-4.990, -35.360, -7.694], [-6.693, -32.389, -6.558], [-11.120, -24.092, -5.042], [-1.266, -27.416, -9.746], [-10.748, -35.668, -3.209], [-3.321, -38.256, -4.430], [-3.346, -31.642, -1.563], [-13.125, -28.088, -8.740], [-10.472, -30.110, 0.398], [-6.518, -27.182, -1.200], [-13.453, -24.223, -3.101], [-9.936, -30.967, -8.544], [-2.604, -29.240, -1.493], [-14.065, -25.009, -2.649], [-0.966, -31.707, -0.528], [-6.244, -24.412, -8.447], [-7.795, -30.512, -1.515], [-8.808, -32.806, -1.982], [-12.289, -31.801, -0.541], [-8.202, -25.994, -4.162], [-11.377, -31.590, -6.018], [-6.054, -37.253, -1.556], [-3.588, -28.774, -9.502], [-2.779, -25.391, -3.741], [-5.370, -36.498, -10.867], [-13.318, -30.390, -0.615], [-5.467, -36.196, -3.632], [-5.756, -28.878, 0.447], [-11.089, -22.951, -6.716], [-0.549, -22.986, -5.943], [-6.204, -37.895, -5.493], [-7.461, -35.825, -3.496], [-1.641, -31.527, -10.653]]
}


{
  "formula": "C4HGdO2",
  "method": "the ωB97M-V functional and the def2-TZVPD basis",
  "energy_ev": -29075.4780,
  "lumo_ev": [-5.90, -6.56],
  "total_charge": 1,
  "orbital_gap_ha": [0.149, 0.105],
  "fmax_ev_per_a": 5.617,
  "multiplicity": 9,
  "elements": ["O", "C", "C", "Gd", "O", "C", "C", "H"],
  "positions_angstrom": [[1.677, -1.554, -1.223], [0.509, -0.782, -1.328], [0.323, -0.486, 0.005], [0.324, 0.741, -4.541], [0.006, -0.339, -2.375], [0.517, 0.523, 0.847], [0.678, 1.387, 1.778], [1.429, -2.405, -0.835]]
}


{
  "formula": "C36H90FeO24P6",
  "method": "the ωB97M-V functional and the def2-TZVPD basis",
  "energy_ev": -178057.7156,
  "lumo_ev": [-3.17, -3.18],
  "total_charge": 2,
  "orbital_gap_ha": [0.402, 0.336],
  "fmax_ev_per_a": 3.468,
  "multiplicity": 5,
  "elements": ["C", "C", "H", "O", "H", "C", "C", "C", "H", "H", "H", "H", "O", "C", "H", "H", "P", "O", "H", "H", "H", "H", "H", "H", "O", "P", "H", "O", "O", "C", "H", "O", "H", "C", "H", "H", "H", "H", "H", "C", "H", "H", "O", "H", "H", "O", "H", "C", "P", "H", "O", "H", "H", "H", "C", "H", "H", "C", "H", "P", "O", "H", "H", "H", "O", "H", "H", "C", "C", "H", "O", "C", "H", "H", "H", "H", "H", "C", "C", "H", "C", "H", "O", "H", "C", "H", "O", "H", "H", "H", "O", "C", "O", "C", "H", "C", "H", "P", "H", "C", "H", "O", "H", "H", "H", "C", "C", "H", "O", "C", "H", "H", "H", "H", "C", "H", "P", "O", "H", "C", "C", "C", "C", "C", "Fe", "H", "C", "H", "H", "H", "H", "H", "H", "H", "H", "O", "H", "H", "H", "H", "H", "C", "C", "H", "H", "C", "O", "H", "H", "O", "H", "H", "H", "H", "H", "O", "H"],
  "positions_angstrom": [[-4.731, -0.122, 3.245], [-4.642, -1.479, -0.631], [-3.337, 5.694, -2.344], [-0.506, 2.311, -0.735], [0.447, 2.629, -5.152], [-4.384, -2.910, -0.982], [4.368, -0.878, -4.107], [-4.027, -3.552, 2.400], [0.549, -2.242, -5.388], [3.093, 4.042, 4.432], [5.146, 3.257, -3.060], [2.429, -3.496, 5.776], [-0.763, 4.715, -1.765], [1.382, 3.888, -3.597], [1.069, -4.792, 4.081], [5.773, -1.204, 1.336], [-3.082, -1.258, 1.510], [1.136, 2.618, 3.516], [2.528, 5.086, -1.433], [2.784, -1.454, 0.934], [-1.554, -4.286, -5.047], [-1.589, -5.720, -0.682], [-5.061, 1.700, -3.530], [1.499, -3.474, -1.137], [0.540, -1.784, 0.690], [0.177, 3.516, -1.236], [2.322, 3.487, -3.976], [1.241, 3.188, -2.375], [-4.511, -1.271, 0.776], [-0.301, -5.561, 0.964], [-2.667, -4.941, -3.772], [-3.342, -0.485, 2.906], [-0.990, -5.965, 1.701], [0.534, -1.390, -6.068], [4.531, -0.233, -4.969], [-2.857, 1.973, -2.233], [2.747, 5.502, 0.208], [-2.810, -5.294, 3.131], [2.598, -4.214, 3.263], [5.055, 2.537, -0.908], [-1.963, 6.943, -2.032], [-4.942, -3.383, 1.841], [0.077, 0.698, 1.935], [-0.782, 1.195, 7.467], [0.842, 1.684, 5.748], [3.731, -0.354, -1.781], [0.824, 7.112, 0.130], [-1.348, -3.366, -3.168], [3.101, 0.637, -0.658], [0.066, -5.668, -1.178], [-2.762, 0.175, -3.123], [5.080, -1.982, -0.081], [4.976, -2.830, 1.521], [5.689, 1.829, -0.375], [1.963, 5.345, -0.536], [-3.279, 6.827, -1.101], [-4.069, 1.352, -4.967], [-4.610, 0.062, 4.783], [-4.188, 2.940, -4.444], [-1.434, -0.680, -3.096], [-0.720, -0.685, -1.800], [4.393, 3.446, 3.341], [-1.400, 5.753, -0.011], [0.680, -5.924, 1.281], [0.881, -3.162, 2.835], [1.305, 0.063, 6.204], [3.180, 4.257, 2.554], [-1.670, -4.571, -4.000], [-2.871, 1.584, -3.252], [-2.670, 3.406, 5.323], [-2.002, -0.677, 0.676], [4.983, -1.875, 0.998], [0.922, -2.895, 5.434], [2.607, -5.133, -2.078], [0.142, 4.410, -5.208], [-0.704, 3.602, -4.018], [3.141, -2.815, -0.871], [1.649, -3.940, 3.722], [0.228, 3.523, -4.576], [-0.267, -3.208, -3.156], [1.887, -3.047, 4.943], [0.269, -1.782, -7.052], [-0.364, -4.154, 0.844], [-3.231, 4.729, 4.356], [-1.786, 5.211, -0.875], [-1.571, 3.693, 2.486], [-1.284, 2.058, 3.732], [-3.530, -5.616, 1.624], [1.424, -0.769, -6.114], [-3.873, 0.853, 4.921], [1.620, 0.580, -0.639], [2.918, -4.939, -1.050], [2.124, -3.712, 0.813], [5.637, 2.640, -2.307], [-0.844, 0.285, -6.304], [-0.601, -6.117, -0.439], [2.611, 1.819, 2.491], [0.698, -3.103, 1.264], [-1.683, -3.573, -2.150], [-4.127, 1.929, -4.041], [-3.919, -0.852, -1.153], [0.397, 0.305, 4.375], [4.007, -4.872, -1.071], [-3.360, -3.215, -0.764], [-5.046, 0.684, 2.583], [-3.705, -5.066, 2.550], [-0.792, 0.560, 6.584], [3.940, -1.786, -4.542], [-0.566, -0.160, -4.332], [1.359, 6.715, -0.733], [2.940, 1.788, 4.291], [1.391, 4.977, -3.545], [-5.478, 0.407, 5.343], [3.422, 0.806, -3.407], [2.430, -3.584, -0.574], [6.658, 3.025, -2.320], [0.111, 1.432, 3.250], [1.087, 4.299, -0.121], [-4.218, -0.881, 5.159], [-2.962, 3.674, 4.303], [2.552, 2.353, 3.442], [3.324, 3.645, 3.444], [-1.649, 3.453, 3.546], [3.365, -0.257, -3.163], [-0.340, 0.244, -0.060], [-4.173, -3.342, 3.463], [-0.726, -0.601, -5.674], [-3.865, 3.082, 4.170], [-1.648, -1.128, -5.923], [-1.985, 1.864, -3.826], [2.372, -0.679, -3.317], [5.165, 3.519, -0.450], [2.570, -5.782, -0.457], [-5.088, -3.490, -0.385], [5.266, -1.310, -3.667], [-1.953, -2.119, -3.537], [3.599, -0.909, 2.400], [-0.554, -7.199, -0.538], [5.666, 1.635, -2.736], [-1.617, 0.787, 5.908], [2.284, -2.082, 4.634], [-2.623, 6.155, -1.663], [3.721, -1.066, 1.330], [-4.575, -3.069, -2.043], [-4.518, -5.467, 3.156], [0.494, 0.648, 5.773], [3.936, 0.178, 0.592], [-0.829, -5.236, -3.805], [-0.916, 4.046, 4.093], [-2.885, -2.853, 1.923], [-0.958, -0.466, 6.914], [0.675, 6.684, -1.582], [-2.382, 4.362, -0.535], [-5.370, -0.961, 2.973], [-5.686, -1.286, -0.873], [3.668, 2.113, -0.961], [2.121, 7.459, -0.966]]
}


Q: Which formula does entry 2 have?
A: C4HGdO2